Entry 1:
{"formula": "C31H49BrFN7OPSiTi", "method": "ωB97M-V/def2-TZVPD", "charge": -1, "e_homo_ev": -4.13, "homo_lumo_gap_ev": 6.6, "fmax_ha_per_bohr": 0.0020, "symbols": ["Ti", "C", "Si", "C", "C", "N", "C", "C", "C", "C", "C", "C", "F", "H", "H", "H", "H", "H", "H", "H", "H", "H", "H", "H", "H", "H", "C", "C", "C", "C", "C", "Br", "N", "C", "H", "H", "H", "H", "H", "H", "O", "C", "N", "N", "P", "N", "C", "C", "C", "C", "C", "N", "C", "C", "C", "C", "C", "N", "C", "C", "C", "C", "C", "H", "H", "H", "H", "H", "H", "H", "H", "H", "H", "H", "H", "H", "H", "H", "H", "H", "H", "H", "H", "H", "H", "H", "H", "H", "H", "H", "H", "H", "H"], "xyz": [[-0.6083, -0.1009, 0.1824], [-2.3948, 2.7714, 1.8544], [-0.8625, 2.1583, 2.7328], [-1.3854, 2.0417, 4.5390], [0.4392, 3.5135, 2.5407], [-0.2831, 0.6357, 2.1362], [0.6179, -0.0804, 2.8738], [1.4036, 0.3845, 3.9509], [2.2679, -0.4425, 4.6523], [2.4209, -1.7812, 4.3212], [1.6874, -2.2799, 3.2483], [0.8429, -1.4332, 2.5837], [0.1372, -1.9310, 1.5106], [-2.6293, 3.7675, 2.2464], [-3.2327, 2.1030, 2.0541], [-2.2662, 2.8392, 0.7773], [-1.8994, 2.9651, 4.8231], [-0.5750, 1.8739, 5.2476], [-2.0973, 1.2175, 4.6356], [0.0187, 4.4970, 2.7733], [0.8067, 3.5363, 1.5111], [1.3042, 3.3618, 3.1901], [1.3410, 1.4277, 4.2255], [2.8431, -0.0243, 5.4704], [3.0987, -2.4218, 4.8691], [1.7652, -3.3101, 2.9251], [1.0288, -4.5258, -3.2566], [0.2211, -3.5488, -2.4495], [-1.1666, -3.7070, -2.2899], [-1.9090, -2.8160, -1.5424], [-1.2370, -1.7389, -0.9596], [-3.1022, -0.6929, 1.3192], [0.0555, -1.6041, -1.1433], [0.8067, -2.4581, -1.8411], [0.9151, -5.5422, -2.8748], [2.0888, -4.2737, -3.2302], [0.7118, -4.5293, -4.3020], [-1.6498, -4.5590, -2.7601], [-2.9718, -2.9536, -1.3872], [1.8706, -2.2513, -1.8986], [2.1647, 2.4747, -1.1023], [1.8033, 1.4705, -0.5552], [1.4583, 0.4699, -0.0144], [-1.1835, 1.2099, -0.9016], [-2.0542, 1.8990, -1.9851], [-1.6027, 1.3883, -3.5078], [-2.2937, 1.8307, -4.7168], [-1.8878, 0.9676, -5.9174], [-1.6457, -0.4686, -5.4711], [-0.4550, -0.5254, -4.5012], [-0.2891, 0.8018, -3.7544], [-1.9647, 3.5475, -1.7992], [-2.7257, 4.4981, -2.5918], [-1.8405, 5.2356, -3.6285], [-0.3691, 4.8812, -3.4242], [0.0046, 5.0674, -1.9591], [-0.8626, 4.1636, -1.0586], [-3.6951, 1.6160, -2.0203], [-4.1011, 0.2267, -2.2953], [-5.5429, 0.1925, -2.7790], [-6.4677, 0.8257, -1.7435], [-5.9812, 2.2292, -1.3958], [-4.5250, 2.1967, -0.9524], [-2.0806, 2.8834, -4.9408], [-3.3698, 1.7469, -4.5473], [-0.9761, 1.3625, -6.3751], [-2.6702, 1.0253, -6.6772], [-1.4771, -1.1211, -6.3305], [-2.5462, -0.8387, -4.9728], [0.4706, -0.7447, -5.0425], [-0.6082, -1.3318, -3.7847], [0.3248, 1.4988, -4.3403], [0.2179, 0.6541, -2.8030], [-3.1749, 5.2267, -1.9046], [-3.5494, 3.9744, -3.0772], [-1.9676, 6.3160, -3.5129], [-2.1562, 4.9937, -4.6460], [0.2621, 5.4970, -4.0687], [-0.1936, 3.8398, -3.7108], [-0.1408, 6.1190, -1.6911], [1.0559, 4.8290, -1.7959], [-1.2826, 4.7359, -0.2230], [-0.2581, 3.3656, -0.6374], [-3.9929, -0.3683, -1.3789], [-3.4273, -0.1945, -3.0405], [-5.8313, -0.8443, -2.9715], [-5.6211, 0.7369, -3.7276], [-6.4541, 0.2119, -0.8370], [-7.4993, 0.8506, -2.1048], [-6.5882, 2.6600, -0.5954], [-6.0762, 2.8836, -2.2702], [-4.4229, 1.5941, -0.0421], [-4.1660, 3.1993, -0.7278]], "atomic_forces_ev_per_a": [[-0.020, 0.004, -0.034], [0.001, -0.017, 0.055], [-0.013, 0.019, -0.085], [-0.015, -0.003, 0.030], [0.019, 0.007, 0.039], [-0.014, -0.009, -0.001], [-0.002, 0.028, 0.021], [-0.024, 0.034, -0.024], [0.015, -0.028, 0.012], [-0.005, 0.008, -0.004], [0.002, 0.006, 0.011], [0.018, -0.037, -0.014], [0.012, 0.036, 0.018], [0.000, 0.005, -0.009], [-0.001, 0.006, -0.010], [0.006, -0.002, -0.005], [-0.001, -0.001, 0.004], [-0.009, -0.006, -0.002], [0.000, 0.005, 0.009], [-0.020, -0.009, -0.003], [0.010, -0.008, 0.002], [0.012, 0.003, -0.033], [0.015, -0.014, 0.014], [-0.004, 0.012, -0.003], [0.001, 0.003, 0.000], [-0.009, 0.003, -0.010], [0.002, -0.010, -0.008], [0.031, 0.029, 0.008], [-0.028, 0.006, -0.002], [-0.002, -0.065, -0.031], [0.019, 0.084, 0.052], [0.029, 0.008, -0.034], [-0.022, -0.048, -0.048], [0.014, 0.013, 0.001], [-0.001, -0.002, -0.005], [-0.003, 0.009, 0.008], [-0.002, -0.004, 0.002], [-0.001, 0.001, 0.004], [0.004, 0.019, 0.015], [-0.001, -0.021, -0.014], [-0.016, -0.009, -0.006], [0.057, -0.006, 0.027], [-0.086, -0.013, -0.029], [-0.014, -0.045, 0.078], [0.030, -0.054, 0.012], [0.046, 0.045, 0.023], [-0.038, 0.008, 0.005], [-0.003, -0.019, -0.005], [-0.013, 0.008, -0.009], [0.023, -0.006, -0.016], [0.000, -0.018, 0.000], [0.011, 0.014, -0.031], [-0.009, -0.021, -0.006], [0.004, -0.005, 0.005], [-0.009, -0.010, -0.024], [0.042, 0.017, -0.010], [-0.034, -0.023, 0.014], [-0.036, 0.023, -0.009], [0.056, -0.024, 0.025], [-0.015, 0.003, -0.008], [-0.003, -0.005, -0.007], [0.016, 0.014, 0.013], [0.002, -0.004, -0.008], [0.003, 0.007, -0.002], [0.002, -0.009, -0.001], [0.003, 0.000, 0.008], [-0.004, 0.006, 0.003], [0.007, 0.006, -0.003], [0.001, 0.003, 0.001], [-0.003, -0.008, 0.001], [-0.001, 0.011, 0.011], [-0.007, 0.004, 0.005], [-0.002, 0.004, -0.002], [-0.002, -0.003, 0.003], [0.002, -0.002, -0.001], [0.004, 0.001, 0.007], [-0.011, -0.003, -0.001], [0.002, 0.011, 0.010], [-0.003, 0.010, 0.002], [0.000, 0.002, -0.003], [-0.006, -0.012, 0.005], [0.010, 0.018, -0.014], [-0.003, 0.007, 0.014], [-0.005, 0.007, -0.006], [-0.010, 0.006, -0.008], [-0.005, -0.001, 0.003], [0.000, 0.000, 0.001], [0.003, 0.004, 0.003], [0.003, -0.003, -0.006], [-0.001, -0.004, 0.001], [-0.005, -0.005, -0.006], [0.003, 0.000, 0.002], [0.000, 0.007, 0.008]]}



Entry 2:
{"formula": "C31H49BrO2P2Ti", "method": "ωB97M-V/def2-TZVPD", "charge": 2, "e_homo_ev": [-13.86, -13.86], "homo_lumo_gap_ev": [6.3, 6.3], "fmax_ha_per_bohr": 0.0414, "symbols": ["Ti", "C", "C", "C", "C", "C", "C", "H", "H", "H", "C", "H", "H", "H", "C", "H", "H", "H", "C", "H", "H", "H", "C", "H", "H", "H", "C", "C", "C", "C", "C", "C", "C", "C", "H", "H", "H", "H", "H", "H", "H", "H", "H", "H", "H", "H", "P", "C", "H", "H", "H", "C", "H", "H", "H", "C", "H", "H", "H", "P", "C", "H", "H", "H", "C", "H", "H", "H", "C", "H", "H", "H", "Br", "C", "C", "C", "C", "C", "C", "C", "O", "O", "H", "H", "H", "H"], "xyz": [[-0.0272, -0.0489, 0.5695], [-1.8337, 1.5589, 0.1646], [-2.2885, 0.6482, -0.8336], [-2.0665, -0.5560, 1.1408], [-1.7819, 0.8479, 1.4264], [-2.4030, -0.6448, -0.2623], [-1.7350, 3.0379, 0.0058], [-1.3333, 3.2862, -0.9878], [-1.0679, 3.4747, 0.7611], [-2.7137, 3.5428, 0.0989], [-1.8009, 1.4665, 2.7768], [-1.6232, 2.5447, 2.7213], [-1.0455, 1.0257, 3.4361], [-2.7784, 1.3135, 3.2573], [-2.2747, -1.6193, 2.1634], [-3.3436, -1.7150, 2.4144], [-1.7375, -1.3800, 3.0902], [-1.9302, -2.6014, 1.8039], [-3.0551, -1.8015, -0.9270], [-4.1572, -1.7500, -0.8742], [-2.7496, -2.7490, -0.4719], [-2.7869, -1.8250, -1.9929], [-2.7733, 1.0333, -2.1798], [-3.7692, 1.5068, -2.1465], [-2.8589, 0.1573, -2.8290], [-2.0807, 1.7390, -2.6528], [1.6046, 0.4916, -3.2583], [0.5753, 1.3248, -3.4096], [-0.0799, 1.5639, -4.7398], [-0.9597, 0.4298, -5.3437], [-1.0778, -0.8854, -4.6157], [-0.0310, -1.7055, -4.4784], [1.3183, -1.3834, -5.0683], [2.1938, -0.2781, -4.4076], [0.6733, 1.8115, -5.5071], [-0.5706, 0.2542, -6.3607], [-0.7147, 2.4588, -4.6442], [2.4958, 0.4041, -5.2220], [2.0941, 0.3707, -2.2854], [0.1972, 1.9128, -2.5663], [3.1232, -0.7528, -4.0582], [1.9132, -2.3082, -5.0510], [-0.1300, -2.6964, -4.0267], [1.2093, -1.1014, -6.1294], [-1.9739, 0.8372, -5.4617], [-2.0895, -1.1813, -4.3220], [1.7933, 1.9017, 0.5185], [1.5427, 2.7630, 2.1060], [2.4165, 3.3918, 2.3156], [1.4445, 2.0456, 2.9305], [0.6454, 3.3908, 2.0834], [3.4897, 1.2760, 0.7270], [4.1260, 2.0841, 1.1116], [3.8873, 0.9224, -0.2322], [3.4910, 0.4555, 1.4562], [1.9864, 3.3137, -0.6272], [2.3859, 2.9708, -1.5903], [2.6755, 4.0563, -0.1959], [1.0147, 3.7970, -0.8002], [1.0023, -2.4561, -0.1057], [-0.1306, -3.6322, -0.9195], [0.4442, -4.4748, -1.3291], [-0.6713, -3.1313, -1.7352], [-0.8613, -4.0224, -0.1950], [2.5087, -2.6005, -1.1222], [2.2379, -2.6270, -2.1862], [3.0492, -3.5266, -0.8719], [3.1667, -1.7406, -0.9352], [1.4531, -3.3550, 1.4280], [1.8399, -4.3574, 1.1948], [0.5622, -3.4599, 2.0653], [2.2266, -2.7929, 1.9736], [0.8072, 1.6393, 5.4378], [0.5567, -0.2450, 5.6578], [0.0341, -0.7168, 6.8636], [-0.0366, -2.1009, 7.0931], [0.3462, -3.0003, 6.0935], [0.8262, -2.5297, 4.8701], [0.8951, -1.1491, 4.6276], [1.4559, -0.6077, 3.3424], [2.6524, -0.3831, 3.2660], [0.5960, -0.4345, 2.3296], [-0.3076, -0.0036, 7.6020], [-0.4000, -2.4488, 8.0526], [0.2825, -4.0760, 6.2690], [1.1562, -3.2178, 4.0954]], "atomic_forces_ev_per_a": [[1.378, -0.502, 0.968], [-0.328, -0.670, 0.798], [0.480, 0.068, 0.449], [-0.910, 1.448, -0.316], [-1.088, -0.796, -0.863], [0.193, 0.375, 1.018], [0.382, 0.411, -0.238], [-0.160, 0.036, 0.273], [-0.261, -0.066, -0.235], [0.293, -0.383, -0.005], [0.285, 0.141, 0.585], [-0.005, -0.204, 0.070], [-0.215, 0.170, -0.066], [0.190, 0.028, -0.232], [0.112, -0.359, 0.357], [0.281, 0.053, -0.166], [-0.135, -0.116, -0.232], [-0.126, 0.229, 0.151], [0.307, -0.564, -0.482], [0.422, 0.204, 0.144], [-0.173, 0.182, -0.098], [-0.117, -0.133, 0.271], [0.248, -0.013, -0.670], [0.345, -0.102, 0.250], [0.035, 0.252, 0.102], [-0.247, -0.075, 0.008], [-0.109, 0.080, -0.036], [0.085, -0.068, 0.056], [-0.150, 0.569, -0.087], [-0.581, 0.064, -0.269], [0.346, -0.160, -0.126], [-0.203, 0.179, -0.054], [0.255, -0.459, -0.169], [0.600, -0.104, 0.074], [-0.068, 0.010, 0.480], [-0.295, -0.125, 0.298], [0.265, -0.223, -0.120], [-0.076, -0.037, 0.497], [-0.157, 0.100, -0.095], [0.185, -0.219, -0.061], [-0.219, 0.214, -0.142], [-0.189, 0.251, -0.204], [-0.184, 0.287, -0.074], [-0.153, -0.262, 0.344], [0.288, -0.152, -0.131], [0.408, -0.091, 0.075], [0.221, 0.807, 0.400], [-0.236, -0.182, 0.295], [-0.158, -0.070, -0.157], [0.047, 0.241, -0.328], [0.192, -0.088, 0.000], [0.047, -0.511, -0.213], [-0.202, -0.117, -0.167], [-0.026, 0.106, 0.174], [0.021, 0.253, -0.189], [-0.252, -0.121, -0.393], [-0.130, 0.102, 0.200], [-0.194, -0.355, -0.014], [0.296, -0.108, 0.028], [-0.280, -0.795, -0.002], [-0.280, 0.007, -0.116], [-0.145, 0.209, 0.146], [0.205, -0.216, 0.196], [0.239, 0.127, -0.226], [0.250, 0.442, -0.138], [0.056, 0.131, 0.252], [-0.270, 0.290, -0.010], [-0.048, -0.294, -0.134], [-0.034, 0.265, 0.179], [-0.127, 0.309, -0.086], [0.278, 0.078, -0.216], [-0.224, -0.210, -0.152], [-0.128, -0.491, 0.197], [-0.307, -0.715, -0.162], [0.313, -0.377, -0.381], [-0.029, 0.498, -0.558], [0.135, 0.088, 0.119], [-0.313, 0.517, 0.059], [-0.247, 0.396, 0.575], [1.894, -0.321, 0.924], [-1.622, -0.103, -0.560], [-0.269, 0.448, -1.883], [0.153, -0.096, 0.108], [-0.012, -0.059, -0.125], [0.071, 0.366, -0.017], [-0.113, 0.077, 0.280]]}